1.
{"formula": "C17H28BrIN2O2S", "method": "wB97M-V/def2-TZVPD", "symbols": ["C", "C", "C", "I", "C", "C", "C", "N", "S", "N", "C", "C", "C", "Br", "H", "H", "H", "H", "H", "H", "H", "H", "C", "C", "O", "C", "C", "H", "H", "H", "H", "H", "H", "H", "H", "H", "H", "C", "C", "O", "C", "C", "H", "H", "H", "H", "H", "H", "H", "H", "H", "H"], "coordinates": [[-0.43091, -2.35033, 2.46271], [-1.04914, -2.50494, 0.95709], [0.17309, -2.16958, -0.05629], [-0.19748, -0.17819, -0.86039], [0.45242, -3.29820, -1.15507], [0.57316, -2.99738, -2.69480], [0.87595, -4.14024, -3.76512], [1.02150, -3.86444, -5.18394], [1.30806, -5.43111, -5.82243], [1.26188, -6.54244, -4.50645], [1.03372, -5.65783, -3.37259], [0.91949, -5.95837, -1.83901], [0.66374, -4.83888, -0.76423], [0.62497, -5.49792, 1.12003], [-1.24485, -2.33320, 3.26490], [0.35455, -3.14625, 2.70567], [0.13073, -1.33412, 2.46964], [-1.87108, -1.70681, 0.87283], [-1.48767, -3.55955, 0.81708], [1.14442, -2.08618, 0.57359], [0.47325, -1.94467, -3.12271], [1.04640, -7.05904, -1.51223], [-2.84986, 5.08181, -3.90883], [-1.58750, 4.53557, -3.26484], [-1.77604, 3.27496, -2.63615], [-2.16153, 2.19970, -3.48150], [-1.12685, 1.86824, -4.54268], [-3.68351, 5.06297, -3.20243], [-2.69317, 6.10931, -4.24598], [-3.14354, 4.48645, -4.77728], [-1.26805, 5.22590, -2.47914], [-0.76638, 4.48388, -3.98700], [-3.14005, 2.39727, -3.93100], [-2.28746, 1.32828, -2.83244], [-1.05055, 2.66513, -5.28692], [-1.39658, 0.94756, -5.06576], [-0.13774, 1.74480, -4.09337], [0.68182, 3.15820, 4.14009], [0.26956, 1.97774, 5.00147], [1.00439, 0.79274, 4.72202], [2.40502, 0.84706, 4.95429], [2.76491, 1.10092, 6.40775], [0.68634, 2.88218, 3.08262], [-0.00395, 3.99640, 4.28532], [1.68818, 3.50237, 4.39264], [-0.77920, 1.74460, 4.79715], [0.33220, 2.22454, 6.06618], [2.87414, 1.58540, 4.29595], [2.80251, -0.12855, 4.66101], [2.49140, 2.11374, 6.71450], [3.84040, 0.98443, 6.56162], [2.23489, 0.40608, 7.06444]], "forces_ev_per_angstrom": [[0.2, 0.7, -0.6], [0.6, 0.2, 1.3], [0.4, -1.7, 0.4], [0.4, -0.6, 0.1], [0.6, -1.5, -4.2], [0.3, -2.8, 2.3], [0.0, 0.1, 0.1], [0.0, -4.1, 4.0], [-0.5, 0.5, 2.4], [-0.6, 5.3, 1.9], [-0.3, 1.7, 0.0], [-0.4, 2.5, 0.7], [0.4, -1.0, -4.3], [0.1, 0.7, -2.0], [1.2, -0.1, -1.2], [-1.3, 1.0, -0.4], [-1.1, -1.6, 0.2], [1.2, -1.4, -0.1], [0.7, 1.7, 0.0], [-1.6, 0.0, -1.1], [0.1, -1.7, 0.9], [-0.3, 2.2, -0.4], [-0.1, -0.2, -0.2], [-0.1, 0.0, 0.1], [0.0, 0.0, 0.2], [0.1, -0.1, 0.0], [0.1, 0.2, -0.2], [0.1, 0.1, 0.0], [0.0, -0.1, 0.0], [0.0, 0.1, 0.0], [0.0, -0.2, 0.1], [0.0, 0.0, -0.1], [0.0, 0.0, -0.1], [0.0, 0.2, 0.1], [0.0, -0.1, 0.0], [0.0, 0.1, 0.1], [-0.1, -0.1, 0.0], [0.3, 0.1, 0.0], [0.0, 0.0, -0.1], [-0.1, -0.1, -0.1], [0.0, -0.1, 0.1], [-0.1, 0.2, 0.1], [-0.1, 0.0, 0.1], [0.0, -0.1, 0.0], [-0.1, 0.1, 0.0], [0.2, -0.2, 0.0], [0.1, 0.1, 0.0], [0.0, 0.1, 0.0], [-0.2, 0.0, -0.1], [0.1, 0.0, 0.0], [-0.1, 0.0, 0.0], [0.1, 0.0, -0.1]], "e_lumo_ev": -1.45, "smiles": "CC[C@H](I)c1cc2nsnc2cc1Br.CCOCC.CCOCC", "homo_ev": -8.750, "homo_lumo_gap_ev": 7.3008, "charge": 0}



2.
{"formula": "C17H28CdN6O6Se", "method": "wB97M-V/def2-TZVPD", "symbols": ["O", "H", "Cd", "N", "N", "N", "N", "O", "O", "O", "O", "C", "C", "C", "C", "C", "H", "H", "H", "C", "H", "H", "H", "C", "C", "H", "H", "H", "H", "H", "H", "H", "H", "C", "H", "H", "H", "O", "H", "H", "C", "N", "C", "Se", "N", "C", "C", "C", "C", "C", "C", "H", "H", "H", "H", "H", "H", "H", "H"], "coordinates": [[-3.30152, -1.22718, -1.24827], [-3.62040, -1.56784, -2.14085], [-0.23732, -0.42799, -0.03753], [-2.20189, 0.82829, 0.23680], [-0.48801, 1.31745, -1.54794], [0.53586, -1.47457, 1.80035], [2.07159, -0.27007, 0.03383], [-2.75385, 0.82087, 1.29735], [-0.17995, -1.97515, 2.88482], [2.84603, 0.40745, -0.90313], [0.55035, 1.67779, -2.19500], [-1.71360, 1.79905, -1.84551], [-2.68175, 1.53747, -0.83410], [1.83734, -1.66550, 1.92185], [2.70511, -1.02500, 0.91291], [-4.13724, 1.85831, -0.85388], [-4.69262, 0.91394, -0.78651], [-4.41987, 2.37595, -1.77556], [-4.39607, 2.48851, 0.00804], [-2.07428, 2.42365, -3.15838], [-1.87690, 1.72551, -3.98353], [-1.47583, 3.32526, -3.31833], [-3.13947, 2.68754, -3.18304], [2.34198, -2.33336, 3.14723], [4.18566, -1.25114, 0.94737], [1.50350, -2.82014, 3.64692], [2.72158, -1.56289, 3.82961], [3.14189, -3.05172, 2.92996], [4.70277, -0.56921, 0.26474], [4.40560, -2.28395, 0.64107], [4.56315, -1.12240, 1.97112], [-1.10515, -1.69893, 2.76963], [2.16867, 0.79806, -1.52032], [-0.34426, -1.96128, -1.52558], [-1.44139, -2.08866, -1.58929], [0.19318, -2.89575, -1.23493], [0.03101, -1.59324, -2.50435], [-3.30893, -2.39137, 1.19037], [-3.76987, -1.97238, 0.40655], [-2.58030, -2.86232, 0.75029], [1.51834, 4.80601, 0.20418], [2.40175, 3.84246, 0.80552], [2.03259, 2.73870, 1.54940], [0.34304, 2.13666, 1.92764], [3.23996, 2.16600, 1.86347], [4.33565, 2.87546, 1.38015], [5.68830, 2.80270, 1.71628], [6.50379, 3.86759, 1.31581], [5.94653, 4.97090, 0.63727], [4.58165, 5.02562, 0.32345], [3.79040, 3.93814, 0.67636], [0.49775, 4.44573, 0.28108], [1.76866, 4.95854, -0.84850], [1.58556, 5.78380, 0.68404], [3.33026, 1.36017, 2.46477], [6.05228, 1.94017, 2.27989], [7.57488, 3.85747, 1.54707], [6.59037, 5.81232, 0.37239], [4.09590, 5.87285, -0.14505]], "forces_ev_per_angstrom": [[-0.9, -0.2, -1.2], [0.6, 0.8, 1.4], [-0.7, -0.1, -0.6], [2.0, -0.7, -0.6], [1.2, 1.1, -0.2], [1.9, -0.4, 1.4], [2.0, -0.6, 1.1], [-1.7, 0.3, 1.4], [0.0, 0.1, -0.4], [-0.6, -0.7, 0.4], [-1.1, -0.2, -0.1], [-0.9, -0.5, 0.5], [-0.1, -0.4, -1.5], [-2.9, 0.5, 0.1], [-0.9, 1.4, -2.0], [-0.1, 0.4, -0.1], [0.1, 0.3, 0.1], [0.0, -0.1, 0.3], [0.0, -0.2, -0.2], [0.1, 0.2, 0.0], [0.1, 0.2, 0.2], [0.0, -0.1, -0.1], [0.5, 0.0, 0.0], [0.5, -0.2, 0.1], [0.0, 0.0, -0.1], [0.4, -0.1, -0.1], [0.1, -0.1, 0.0], [-0.1, 0.2, 0.1], [-0.2, -0.1, 0.2], [0.0, 0.2, 0.1], [0.0, 0.0, -0.2], [0.2, 0.0, -0.4], [0.1, -0.1, 0.5], [-0.1, -0.8, -0.6], [0.8, -0.4, -0.1], [-0.5, 0.6, -0.3], [-0.1, -0.3, 0.5], [-0.1, 0.1, -0.9], [0.8, -0.3, 0.9], [-0.3, 0.2, 0.2], [-0.4, 0.3, -0.3], [-0.1, -0.3, -0.2], [1.3, 0.5, -0.9], [0.4, 0.2, 0.2], [-0.1, -0.6, 0.4], [-0.2, 0.0, 0.5], [0.0, 0.0, -0.3], [-0.3, -0.2, -0.1], [-0.2, -0.1, -0.1], [0.2, -0.2, -0.1], [0.0, 0.4, 1.0], [0.0, -0.1, 0.0], [0.0, -0.2, 0.0], [0.1, -0.1, 0.2], [-0.3, 0.1, -0.1], [0.1, 0.4, -0.1], [-0.5, 0.0, -0.1], [-0.2, -0.3, 0.1], [0.4, 0.1, 0.0]], "e_lumo_ev": [-0.92, -2.19], "homo_ev": [-7.182, -7.099], "homo_lumo_gap_ev": [6.2638, 4.9117], "charge": 0}



3.
{"formula": "C17H28Cl19NO2Si", "method": "wB97M-V/def2-TZVPD", "symbols": ["H", "N", "C", "C", "C", "Si", "C", "C", "C", "O", "C", "C", "O", "C", "Cl", "C", "C", "H", "H", "H", "H", "H", "H", "H", "H", "H", "H", "H", "H", "H", "H", "H", "H", "H", "H", "H", "H", "H", "Cl", "C", "Cl", "Cl", "H", "Cl", "C", "Cl", "Cl", "H", "Cl", "C", "Cl", "Cl", "H", "Cl", "C", "Cl", "Cl", "H", "Cl", "C", "Cl", "Cl", "H", "Cl", "C", "Cl", "Cl", "H"], "coordinates": [[-1.91950, -2.25397, -5.41009], [-1.29825, -2.15073, -4.59073], [-0.10165, -2.61348, -4.87369], [0.08144, -3.16629, -6.38193], [1.09823, -2.59596, -3.83462], [0.64389, -1.62035, -2.21335], [1.21730, -2.50751, -0.61909], [0.24719, -2.25105, 0.64057], [-1.18175, -2.94162, 0.51730], [-2.20161, -2.11328, -0.08388], [-2.71114, -1.16390, 0.81091], [-3.27773, 0.17622, 0.13729], [-2.79328, -1.28970, 2.03969], [1.32730, 0.15479, -2.44058], [0.14492, 1.00051, -3.60871], [1.40843, 1.02292, -1.09575], [0.65812, 2.44024, -1.16395], [-0.91951, -3.64893, -6.65004], [0.24885, -2.23923, -7.02485], [0.90796, -3.93257, -6.46969], [1.93480, -1.99120, -4.34101], [1.54276, -3.61684, -3.62400], [-0.82155, -1.50733, -2.12696], [1.14025, -3.63500, -0.83209], [2.31349, -2.33328, -0.35178], [0.76500, -2.75866, 1.52653], [0.15498, -1.15606, 0.91674], [-1.06659, -3.85352, -0.16299], [-1.45937, -3.34241, 1.54225], [-2.67785, 1.08564, 0.43723], [-4.33989, 0.30795, 0.53977], [-3.37808, 0.06989, -0.98469], [2.33217, 0.06035, -2.97389], [1.02792, 0.49993, -0.16763], [2.51081, 1.27262, -0.92565], [-0.47138, 2.34706, -1.17931], [0.93025, 2.97185, -0.18399], [1.04930, 3.11246, -1.99269], [-4.28365, -1.98205, -6.28223], [-4.07534, -2.65359, -7.90532], [-2.60834, -2.01528, -8.65977], [-4.02581, -4.42078, -7.84593], [-4.92765, -2.35549, -8.51045], [3.61825, -1.55857, 2.64131], [3.81429, -3.14741, 3.39397], [2.49674, -4.22550, 2.91633], [5.38346, -3.84398, 2.96998], [3.77486, -3.02462, 4.47332], [-2.53502, 1.25466, 5.91431], [-2.82756, 1.48543, 4.18306], [-4.38806, 2.27294, 3.91605], [-1.52345, 2.42998, 3.44723], [-2.85173, 0.50744, 3.70554], [2.76670, 4.53697, 4.31874], [1.79792, 3.18702, 4.92810], [2.69094, 1.66614, 4.79505], [1.30834, 3.47646, 6.59965], [0.89972, 3.10684, 4.32252], [0.39164, 5.04784, 9.09729], [-1.37823, 5.05557, 9.03727], [-1.99139, 6.71407, 8.98871], [-1.96119, 4.13468, 7.64132], [-1.75168, 4.57937, 9.94018], [4.04661, 4.53254, -1.86843], [3.90472, 4.86378, -0.13643], [2.31948, 5.55320, 0.23847], [4.18405, 3.39150, 0.80407], [4.66516, 5.59127, 0.13547]], "forces_ev_per_angstrom": [[0.5, 0.1, 0.5], [2.7, -1.0, -0.3], [-1.9, -0.1, -0.7], [-0.2, 0.3, 1.2], [0.0, 0.7, -0.9], [-0.2, -0.3, -0.5], [0.0, -0.8, 0.6], [0.6, -0.5, 0.3], [1.4, -1.4, 0.1], [-0.1, 1.6, 2.2], [-0.8, 1.0, 0.9], [-0.8, -1.2, -0.1], [0.8, -0.2, -2.9], [0.2, 0.4, 0.5], [0.9, -0.8, 0.1], [0.5, 1.2, -0.4], [0.6, 0.1, 1.1], [1.5, 0.7, 0.2], [0.0, -1.4, 0.6], [-0.8, 1.0, -0.1], [-1.0, -0.9, 0.6], [-0.7, 1.0, -0.4], [0.2, 0.0, 0.1], [0.2, 1.5, 0.2], [-1.4, -0.1, -0.2], [-0.8, 0.8, -1.1], [0.0, -1.2, -0.4], [-0.3, 1.3, 0.8], [-0.1, 0.8, -1.3], [-0.5, -1.2, -0.3], [1.5, -0.1, -0.4], [0.5, 0.2, 1.3], [-1.3, 0.6, 0.7], [0.4, 0.3, -1.2], [-1.4, -0.5, -0.1], [1.4, 0.1, -0.3], [-0.4, -0.7, -1.3], [-0.7, -1.0, 0.9], [-0.1, 0.0, -0.2], [0.0, 0.0, 0.0], [-0.2, 0.0, 0.0], [0.0, 0.1, 0.0], [0.1, -0.1, 0.1], [0.0, -0.1, 0.1], [0.0, 0.0, 0.0], [0.1, 0.0, 0.1], [-0.1, 0.0, 0.1], [0.0, 0.0, -0.2], [0.0, 0.0, -0.2], [-0.1, -0.2, 0.1], [0.1, -0.1, 0.0], [-0.1, 0.0, -0.1], [0.0, 0.1, 0.0], [-0.1, -0.1, 0.0], [0.0, 0.0, 0.1], [0.0, 0.0, -0.1], [0.1, -0.1, -0.4], [0.2, 0.0, 0.1], [-0.2, 0.1, 0.3], [-0.1, 0.0, -0.1], [0.0, -0.1, 0.1], [0.0, 0.1, 0.3], [0.1, 0.1, -0.2], [0.0, 0.0, 0.1], [-0.1, 0.0, 0.0], [0.2, 0.0, 0.0], [0.0, 0.1, 0.0], [-0.1, -0.1, 0.0]], "e_lumo_ev": 0.41, "smiles": "[H]/N=C(\\C)C[Si@@H](CCCOC(C)=O)[C@@H](Cl)CC.ClC(Cl)Cl.ClC(Cl)Cl.ClC(Cl)Cl.ClC(Cl)Cl.ClC(Cl)Cl.ClC(Cl)Cl", "homo_ev": -9.283, "homo_lumo_gap_ev": 9.6948, "charge": 0}



Number 1: molar mass 531.298 Da. Number 2: molar mass 603.819 Da. Number 3: molar mass 980.109 Da.